Record 1
{
  "formula": "C11H44O11",
  "method": "ωB97M-V/def2-TZVPD",
  "multiplicity": 1,
  "smiles": "CO.CO.CO.CO.CO.CO.CO.CO.CO.CO.CO",
  "homo_energy_ev": -9.4,
  "fmax_ev_per_a": 3.71,
  "gap_ev": 9.077,
  "species": ["C", "O", "H", "H", "H", "H", "C", "O", "H", "H", "H", "H", "C", "O", "H", "H", "H", "H", "C", "O", "H", "H", "H", "H", "C", "O", "H", "H", "H", "H", "C", "O", "H", "H", "H", "H", "C", "O", "H", "H", "H", "H", "C", "O", "H", "H", "H", "H", "C", "O", "H", "H", "H", "H", "C", "O", "H", "H", "H", "H", "C", "O", "H", "H", "H", "H"],
  "xyz": [[-30.18000, -23.66900, 19.05500], [-29.24100, -24.66700, 18.55600], [-29.84300, -22.73300, 18.71700], [-30.26300, -23.61800, 20.17000], [-31.17200, -23.88500, 18.67100], [-28.88500, -24.37200, 17.67900], [-26.88700, -24.74900, 21.50600], [-27.23400, -23.91100, 20.38000], [-26.43400, -24.24800, 22.35900], [-26.17700, -25.45600, 21.08800], [-27.84200, -25.17600, 21.75700], [-27.59700, -24.51500, 19.74500], [-22.46100, -27.65100, 16.60300], [-21.88500, -27.69100, 15.35400], [-23.53000, -27.43300, 16.44800], [-21.97500, -26.83100, 17.13400], [-22.19800, -28.52600, 17.14600], [-22.46700, -28.17700, 14.81400], [-23.62000, -30.26500, 15.38600], [-22.78400, -29.98200, 14.26200], [-24.32600, -29.39200, 15.40900], [-23.08800, -30.20100, 16.35900], [-24.11400, -31.27200, 15.29600], [-22.49200, -30.82600, 13.93000], [-24.15400, -25.51200, 18.96500], [-23.02200, -24.74500, 18.89200], [-24.11900, -26.43400, 18.48300], [-25.09200, -25.01000, 18.65000], [-24.26500, -25.72200, 20.02900], [-22.69200, -24.65100, 17.99400], [-29.43800, -26.03300, 14.95900], [-29.41900, -25.02300, 13.99400], [-29.49000, -25.68200, 15.96200], [-28.59400, -26.63700, 14.85500], [-30.37500, -26.59500, 14.96400], [-29.33400, -25.41900, 13.16100], [-24.47400, -25.32700, 15.08700], [-25.85800, -25.15200, 15.11400], [-24.27900, -26.33500, 14.79300], [-24.04200, -25.19000, 16.11200], [-24.04200, -24.57700, 14.42900], [-26.13700, -25.23400, 14.20700], [-26.90900, -29.49800, 14.13300], [-26.49300, -28.29600, 14.61800], [-26.70400, -29.62500, 13.05800], [-28.02200, -29.56000, 14.05100], [-26.58800, -30.23000, 14.82900], [-26.01900, -27.85000, 13.86500], [-28.15000, -22.68200, 16.02100], [-27.74100, -23.89900, 16.60600], [-27.30600, -22.00900, 15.88700], [-28.83000, -22.11900, 16.63800], [-28.50800, -22.82700, 15.08500], [-27.03400, -24.30100, 16.08400], [-26.82200, -27.01600, 17.77200], [-25.80900, -27.81200, 17.23500], [-27.76800, -27.20700, 17.34400], [-26.63800, -25.96900, 17.52900], [-26.75100, -27.28300, 18.82700], [-26.11500, -28.00100, 16.32400], [-24.24300, -28.66200, 20.33000], [-23.97900, -28.88500, 18.92700], [-24.23200, -29.53800, 21.01200], [-25.30200, -28.61300, 20.28000], [-23.77200, -27.74200, 20.72900], [-24.73600, -28.65000, 18.43900]],
  "forces_ev_per_angstrom": [[0.3, -1.6, 0.4], [-0.8, 0.3, 0.5], [0.2, 1.5, -0.3], [0.5, -0.5, -0.9], [-0.2, 0.1, -0.1], [-0.1, -0.2, 0.9], [-0.4, 0.3, -1.7], [1.1, 1.1, 1.4], [-0.1, 0.5, -0.3], [0.1, -0.6, 0.6], [0.0, -0.8, 0.9], [-0.7, -0.2, -0.8], [-0.2, 1.4, 0.4], [1.7, 1.2, -0.9], [0.3, -0.4, 1.1], [-0.3, 0.2, 0.2], [-0.5, -0.8, 0.7], [-0.4, -1.1, -1.3], [-0.6, 0.5, 0.6], [-0.4, -0.5, 0.1], [0.1, -1.2, 0.1], [-0.1, -0.3, -0.7], [0.2, 1.1, 0.1], [0.4, -0.2, -0.3], [-2.0, 0.8, 1.4], [1.6, 1.1, -0.4], [0.4, -1.6, -1.0], [0.5, 0.2, 0.1], [-0.2, 0.0, 0.0], [-0.1, -0.1, 0.0], [-1.8, -0.3, 0.3], [-0.1, 1.7, 1.5], [0.6, 1.1, 0.6], [1.3, -1.4, 0.0], [0.0, -0.5, -0.7], [0.1, -0.8, -1.8], [1.0, 0.7, 1.2], [-1.0, 0.2, 0.3], [0.7, -0.6, -0.4], [-0.6, -0.1, -0.9], [0.4, -0.2, -0.1], [-0.6, 0.1, -0.4], [-2.8, -1.3, -1.7], [1.5, 3.1, -1.3], [0.9, -0.5, 0.5], [0.4, 0.2, 0.7], [0.5, -1.3, 0.0], [-0.6, -0.3, 1.6], [2.0, 0.9, 1.7], [-0.3, 0.3, 0.3], [0.4, 0.1, 0.2], [-0.5, -0.3, 0.4], [-1.7, -0.6, -2.8], [0.1, 0.0, -0.1], [0.9, 0.7, 0.9], [0.0, -0.8, -1.8], [-1.3, -0.7, -0.2], [0.1, 0.1, 0.6], [-0.8, 0.9, 0.2], [0.7, -0.1, 0.3], [-1.1, -0.4, -0.8], [2.9, -1.1, 2.1], [1.4, 0.2, -0.6], [-1.4, 1.2, 0.8], [-0.2, -0.8, -0.2], [-1.5, 0.6, -1.1]],
  "mulliken_charge": [-0.805, -0.530, 0.324, 0.225, 0.281, 0.432, -0.297, -0.453, 0.277, -0.044, 0.266, 0.317, -0.080, -0.602, -0.443, 0.365, 0.373, 0.387, -0.055, -0.568, -0.269, 0.239, 0.435, 0.304, 0.028, -0.631, -0.073, 0.184, 0.118, 0.347, 0.176, -0.513, -0.022, -0.234, 0.446, 0.291, -0.099, -0.457, 0.069, -0.164, 0.417, 0.246, -0.854, -0.544, 0.393, 0.263, 0.271, 0.241, -0.839, -0.286, 0.305, 0.287, 0.335, 0.238, -0.147, -0.274, 0.530, -0.387, 0.223, 0.025, -0.659, -0.480, 0.321, 0.211, 0.259, 0.355]
}


Record 2
{
  "formula": "C11H48CdF6N2O20S2",
  "method": "ωB97M-V/def2-TZVPD",
  "multiplicity": 1,
  "homo_energy_ev": -7.2,
  "fmax_ev_per_a": 6.06,
  "gap_ev": 6.138,
  "species": ["Cd", "C", "F", "F", "F", "S", "O", "O", "N", "S", "O", "O", "C", "F", "F", "F", "C", "C", "C", "C", "C", "C", "N", "O", "C", "C", "C", "H", "H", "H", "H", "H", "H", "H", "H", "H", "H", "H", "H", "H", "H", "H", "H", "H", "H", "O", "H", "H", "O", "H", "H", "O", "H", "H", "O", "H", "H", "O", "H", "H", "O", "H", "H", "O", "H", "H", "O", "H", "H", "O", "H", "H", "O", "H", "H", "O", "H", "H", "O", "H", "H", "O", "H", "H", "O", "H", "H", "O", "H", "H"],
  "xyz": [[2.05863, 2.61827, 1.68517], [-0.87039, 5.50788, 0.18962], [-1.23603, 6.72920, -0.16651], [-1.53739, 5.04859, 1.32644], [-1.12378, 4.70155, -0.86292], [1.04356, 5.53689, 0.64379], [1.56421, 6.66440, -0.16828], [1.10805, 5.77126, 2.09417], [1.76671, 3.96492, 0.26367], [2.14723, 4.04068, -1.26419], [2.36154, 2.66916, -1.75992], [1.27002, 4.91753, -2.14127], [3.94151, 4.77469, -1.24876], [4.11780, 5.31248, -2.41581], [3.95109, 5.77949, -0.38855], [4.86282, 3.89014, -0.97320], [-1.07081, 1.31006, -1.45122], [-1.54570, 0.64928, -0.11607], [-2.54769, -0.53677, -0.42544], [-1.97543, -1.92189, -0.79826], [-1.04064, -2.30868, 0.25068], [0.08503, -1.26456, 0.44336], [-0.47171, 0.16754, 0.70888], [0.50111, 1.20231, 1.00275], [1.07677, -1.45774, -0.65601], [0.85557, -1.75213, 1.72225], [-2.34984, 1.73390, 0.71453], [-0.95152, 0.65060, -2.31086], [-0.11705, 1.82697, -1.34519], [-1.77610, 2.01523, -1.89097], [-3.04472, -0.33251, -1.37378], [-3.37985, -0.65960, 0.26775], [-1.52728, -2.00194, -1.78864], [-2.84307, -2.57966, -0.84989], [-0.55758, -3.21854, -0.10556], [-1.62822, -2.47874, 1.15286], [0.69601, -1.09659, -1.61136], [1.50358, -2.46022, -0.68716], [1.96522, -0.83096, -0.57922], [1.86934, -1.40708, 1.92551], [1.05677, -2.80926, 1.54873], [0.31689, -1.64337, 2.66358], [-3.36953, 1.80732, 0.33643], [-1.76762, 2.65367, 0.77050], [-2.43007, 1.36428, 1.73681], [0.97079, -3.91599, 4.15533], [0.72892, -3.05133, 4.48714], [1.76669, -3.76353, 3.64587], [-0.61919, 0.73067, 3.71773], [-0.24523, 0.50018, 2.86728], [-1.55207, 0.53472, 3.63074], [-3.27383, -0.83933, 3.13279], [-3.33938, -0.61991, 2.20337], [-2.87866, -1.71105, 3.14627], [0.54323, -4.24319, -2.86042], [1.06559, -3.63283, -3.38082], [0.72996, -4.00510, -1.95231], [-2.31704, 3.23739, -4.25757], [-1.41630, 2.91350, -4.25897], [-2.28035, 4.05087, -4.76069], [3.29772, -3.98759, 2.88742], [3.41030, -4.66639, 3.55284], [3.54637, -4.41259, 2.06658], [2.67282, 1.25141, 3.15267], [2.18822, 0.46941, 3.41698], [3.59342, 1.00299, 3.23646], [3.50597, 1.49670, 0.44118], [3.05085, 1.33616, -0.38544], [4.27067, 0.92183, 0.40970], [-4.51610, 2.65944, -2.75597], [-4.53502, 1.73397, -2.51229], [-3.83131, 2.71824, -3.42218], [1.63339, -6.02743, -0.46839], [1.51500, -6.93618, -0.19197], [1.33194, -5.50854, 0.27734], [-2.20543, -1.67366, -4.41207], [-2.02765, -2.27953, -3.69268], [-3.05243, -1.28453, -4.19435], [0.32737, -5.57838, 1.89005], [0.50568, -4.99136, 2.62480], [-0.44351, -6.07625, 2.16225], [0.21099, 1.79156, -4.60119], [0.39385, 1.10857, -5.24641], [0.04601, 1.31509, -3.78755], [-5.44104, -2.33917, 0.86019], [-6.36902, -2.42610, 0.64216], [-5.12660, -1.63407, 0.29433], [4.58330, -1.94100, 1.56672], [4.65557, -2.21152, 0.65139], [3.96812, -2.56418, 1.95329]],
  "forces_ev_per_angstrom": [[-1.5, -1.8, 0.8], [-0.3, -1.5, 0.0], [0.3, -0.7, 1.0], [1.1, 1.1, -2.2], [0.2, 0.5, 1.6], [0.6, 3.9, 0.8], [-1.2, -2.9, 1.6], [-0.1, -1.7, -2.0], [-2.3, 5.0, -0.2], [-0.3, -0.6, -6.0], [-0.2, 1.5, 0.9], [2.9, -2.7, 3.2], [-2.4, 0.9, 0.1], [0.6, -0.1, -1.6], [0.7, -0.2, 1.0], [0.3, -0.5, 0.2], [-0.1, 0.1, -0.4], [-1.2, 0.5, -0.7], [0.4, 0.2, -2.0], [-1.3, 1.0, -0.1], [0.9, -0.2, 0.3], [0.5, 1.0, 2.4], [1.1, -1.7, 1.0], [-0.3, -1.2, -0.7], [1.0, 1.4, -1.4], [-0.1, -0.2, -0.1], [0.9, -1.3, -0.2], [0.1, -1.0, 0.3], [0.0, 0.0, 0.4], [-0.3, 0.3, 0.6], [-0.4, 1.0, 0.0], [0.4, 0.1, 0.5], [0.2, 0.6, 0.0], [0.0, -0.3, 0.1], [0.1, -0.4, 0.7], [0.4, -0.1, 0.3], [-0.3, -0.7, -0.3], [-0.4, -0.2, -0.2], [0.0, 0.3, 0.7], [0.1, 0.9, -0.5], [-0.4, -0.3, 0.2], [-0.4, 0.0, -0.2], [0.2, 0.6, -0.3], [-0.5, 0.0, -0.3], [0.0, 0.0, 0.1], [-0.5, -0.3, 0.4], [-0.3, 0.2, 0.1], [0.3, 0.3, -0.4], [0.6, 0.1, 0.9], [-0.1, 0.2, -0.9], [-0.4, -0.3, 0.0], [0.0, 0.3, 0.4], [0.0, 0.1, -0.3], [0.1, -0.3, 0.0], [-0.3, 0.0, -0.2], [0.1, 0.2, -0.2], [0.1, -0.2, 0.3], [-0.3, 0.2, -0.1], [0.6, -0.4, -0.2], [-0.1, 0.2, -0.1], [0.1, 0.0, -0.1], [0.3, -0.3, 0.4], [-0.1, -0.4, -0.4], [0.7, -0.2, 1.2], [-0.8, -0.2, -0.1], [0.4, 0.0, 0.0], [1.0, -0.5, -0.1], [-0.6, 0.2, -0.8], [0.3, -0.2, 0.3], [-0.7, -0.1, 0.5], [-0.1, -0.2, 0.1], [0.6, 0.2, -0.3], [0.6, 0.2, -0.6], [-0.1, -0.1, 0.1], [-0.4, -0.1, 0.4], [0.2, 0.1, -0.2], [0.1, -0.3, 0.1], [-0.2, 0.1, 0.0], [0.1, -0.2, -0.3], [-0.1, 0.5, 0.6], [-0.2, -0.1, -0.1], [0.0, 0.3, 0.0], [-0.1, -0.1, -0.3], [0.1, -0.2, 0.4], [0.2, -0.2, 0.1], [-0.3, -0.1, 0.0], [0.0, 0.2, -0.2], [0.2, 0.5, -0.2], [0.1, 0.0, -0.3], [-0.1, 0.0, 0.4]],
  "mulliken_charge": [1.016, 0.685, -0.194, -0.204, -0.156, 0.884, -0.529, -0.676, 0.071, 0.635, -0.692, -0.537, 0.727, -0.207, -0.230, -0.175, -1.503, 2.418, -0.907, -0.276, -1.049, 1.974, -0.344, 1.074, -1.467, -1.269, -1.624, -0.093, 0.099, 0.445, 0.104, -0.316, -0.240, 0.610, 0.421, 0.303, 0.159, 0.398, -0.206, -0.048, 0.118, 0.284, 0.412, -0.094, 0.462, -0.743, 0.370, 0.344, -0.744, 0.008, 0.420, -0.721, 0.269, 0.337, -0.653, 0.342, 0.248, -0.607, 0.327, 0.281, -0.803, 0.304, 0.309, -0.450, 0.275, 0.314, -0.375, 0.223, 0.230, -0.631, 0.276, 0.332, -0.636, 0.277, 0.387, -0.636, 0.357, 0.302, -0.589, 0.364, 0.272, -0.687, 0.290, 0.427, -0.583, 0.306, 0.365, -0.569, 0.317, 0.289]
}


Record 3
{
  "formula": "C11H4Br4GaNO3S",
  "method": "ωB97M-V/def2-TZVPD",
  "multiplicity": 2,
  "charge": -1,
  "homo_energy_ev": [-4.2, -4.1],
  "fmax_ev_per_a": 1.73,
  "gap_ev": [6.954, 4.720],
  "s_squared": 0.763,
  "species": ["Ga", "O", "N", "C", "C", "C", "C", "C", "S", "H", "H", "H", "H", "Br", "C", "C", "Br", "C", "Br", "C", "O", "C", "O", "C", "Br"],
  "xyz": [[0.28346, 1.44123, -2.39226], [-0.30413, 1.66568, -0.38303], [-1.40967, 1.38506, 0.28043], [-2.44009, 2.23974, 0.20782], [-3.65579, 1.96138, 0.77277], [-3.82968, 0.73044, 1.41858], [-2.77000, -0.13002, 1.50405], [-1.50808, 0.20095, 0.96939], [-0.15523, -0.76073, 1.16050], [-2.23061, 3.13725, -0.35545], [-4.46125, 2.67477, 0.69994], [-4.78512, 0.47606, 1.84928], [-2.85266, -1.09201, 1.98478], [4.86774, -1.64558, 1.48482], [3.47666, -1.33914, 0.25171], [2.58361, -2.35422, -0.05778], [2.73530, -4.02970, 0.78749], [1.56568, -2.11976, -0.97125], [0.34298, -3.48383, -1.42120], [1.45050, -0.90633, -1.65245], [0.53937, -0.65376, -2.52386], [2.38712, 0.14203, -1.33674], [2.27537, 1.26767, -1.96098], [3.35029, -0.10389, -0.36379], [4.54423, 1.29673, 0.04722]],
  "forces_ev_per_angstrom": [[0.6, -1.3, 1.0], [0.9, 0.5, -0.6], [-0.6, -0.4, -0.3], [-0.6, 0.4, -0.1], [0.1, 0.3, -0.2], [0.3, -0.3, 0.1], [-0.8, 0.3, 0.1], [1.1, -0.6, 0.1], [0.0, -0.1, 0.2], [0.0, 0.0, 0.0], [0.0, 0.1, -0.1], [-0.1, -0.1, 0.1], [0.0, 0.0, 0.0], [0.1, 0.0, 0.1], [0.0, 0.0, 0.1], [-0.1, -0.1, 0.0], [0.0, -0.2, 0.0], [0.1, -0.5, -0.2], [-0.1, 0.1, -0.1], [0.6, 0.0, 0.5], [-0.8, 1.1, -0.6], [0.1, -0.9, 0.3], [-1.1, 1.0, -0.6], [0.3, 0.2, 0.1], [0.0, 0.2, -0.1]],
  "lowdin_spin": [0.403, 0.097, -0.004, -0.003, 0.007, -0.004, 0.007, 0.003, 0.044, 0.000, 0.000, 0.000, 0.001, 0.007, 0.029, 0.012, 0.002, 0.033, 0.004, 0.036, 0.138, 0.036, 0.141, 0.012, 0.002]
}